[1]
Computed, not measured: an isolated molecule of C3H3OP in a non-equilibrium geometry, with ωB97M-V with the def2-TZVPD basis set.

```
8
Properties=species:S:1:pos:R:3
C 0.305 0.645 -0.493
C 1.481 -1.022 0.591
C -0.960 0.175 0.000
O 1.276 -0.553 -0.752
P 1.984 0.625 0.357
H -1.825 0.572 -0.745
H -1.134 0.402 0.973
H -1.126 -0.844 0.068
```

Results
HOMO (spin up / spin down) ... -0.31008 / -0.30556 Eh
LUMO (spin up / spin down) ... -0.69 / -0.82 eV
Energy ... -532.40169 a.u.
Largest force on an atom ... 4.612 eV/A
HOMO-LUMO gap (spin up / spin down) ... 0.28459 / 0.27538 hartree



[2]
Computed, not measured: an isolated molecule of C3H3P in a non-equilibrium geometry, with ωB97M-V with the def2-TZVPD basis set.

```
7
Properties=species:S:1:pos:R:3
C 1.795 -1.115 0.061
C 0.821 -0.382 0.023
C -0.344 0.268 -0.097
P -1.803 -0.717 0.024
H 2.530 -1.835 -0.329
H -0.325 1.379 0.023
H -2.735 0.235 -0.011
```

Results
SMILES string ... [H]/P=C/C#C
HOMO ... -0.32183 Eh
LUMO ... -0.93 eV
Energy ... -457.32734 a.u.
Largest force on an atom ... 5.156 eV/A
HOMO-LUMO gap ... 0.28777 hartree



Calculated ΔE to the lowest compared entry with this formula, charge and spin (kJ/mol), listed in the same order as above: 736.54, 46.26